{
  "formula": "C29H66AsNO9P2S6SiW",
  "method": "ωB97M-V/def2-TZVPD",
  "elements": ["W", "As", "S", "S", "S", "S", "S", "S", "P", "P", "Si", "O", "O", "O", "O", "O", "O", "O", "O", "O", "N", "C", "C", "C", "C", "C", "C", "C", "C", "C", "C", "C", "C", "C", "C", "C", "C", "C", "C", "C", "C", "C", "C", "C", "C", "C", "C", "C", "C", "C", "H", "H", "H", "H", "H", "H", "H", "H", "H", "H", "H", "H", "H", "H", "H", "H", "H", "H", "H", "H", "H", "H", "H", "H", "H", "H", "H", "H", "H", "H", "H", "H", "H", "H", "H", "H", "H", "H", "H", "H", "H", "H", "H", "H", "H", "H", "H", "H", "H", "H", "H", "H", "H", "H", "H", "H", "H", "H", "H", "H", "H", "H", "H", "H", "H", "H"],
  "positions_angstrom": [[1.5677, 0.7662, -0.2418], [4.0305, 0.7437, 2.0240], [6.0422, 1.3343, 1.9695], [3.4776, 0.2229, 3.9705], [3.0495, -1.9284, -0.1810], [0.7732, 1.2775, 2.1394], [-0.2423, 1.9977, 0.4780], [3.8299, -0.3674, -1.2032], [-1.3302, -2.7668, 1.3719], [-4.2045, -2.5053, 0.4752], [2.3447, 3.2241, -1.2744], [-4.2516, -1.4978, 1.6987], [-1.2917, -1.3784, 0.9133], [-5.5550, -3.3722, 0.5823], [2.6123, -2.9975, -1.0622], [-4.1414, -1.9029, -0.8575], [1.8256, -1.1909, 0.3890], [-1.4070, -3.0410, 2.9320], [-0.1260, -3.5866, 0.7900], [3.9014, -2.3620, 0.8993], [0.7961, 0.2589, -1.7047], [1.1601, 5.4665, -2.7967], [-1.1020, 0.2387, -3.2521], [-0.9570, -1.3209, 4.5582], [4.4158, 4.3822, -3.1287], [-0.3264, -1.8372, -2.1327], [-3.1890, 0.6038, 2.2105], [-2.8652, -3.6305, 0.8919], [-0.4256, -2.5920, 3.9308], [-5.5845, -5.6509, 1.4411], [3.3162, 3.9782, 1.3685], [-6.0444, -4.2131, 1.6379], [0.9695, -2.4076, 3.3809], [0.2807, -4.9584, 0.7586], [1.0523, 3.2606, -3.8644], [3.9995, 3.1236, -2.3454], [3.4365, 5.7806, -0.2951], [-0.0312, -5.5308, -0.6120], [0.1296, -0.5087, -2.7366], [3.9484, 2.0032, -3.4037], [5.1500, 2.8087, -1.3794], [-0.3043, -5.7898, 1.8881], [0.9740, 3.9661, -2.5055], [-4.3311, -0.0540, 1.4712], [-5.7492, -3.6868, 3.0332], [2.5953, 4.5709, 0.1518], [1.1400, -0.7885, -3.8541], [1.2688, 5.1268, 0.6923], [-5.6994, 0.3946, 1.9427], [-0.4692, 3.8088, -2.0159], [-4.2243, 0.1084, 0.3984], [0.9655, 6.0899, -1.9257], [2.1547, 5.7082, -3.1685], [-0.9163, -0.5071, 3.8316], [-4.5469, -5.7964, 1.7404], [1.4972, 5.8030, 1.5271], [-1.0493, -1.6511, -1.3424], [-6.1152, -2.6686, 3.1512], [-2.7122, -4.2528, 0.0087], [-4.6802, -3.6827, 3.2499], [3.5051, 2.3497, -4.3367], [-1.3947, -5.8340, 1.8275], [1.9146, 3.5906, -4.4418], [-0.8035, -2.4288, -2.9213], [-0.0301, -5.3913, 2.8637], [-1.9834, -1.4581, 4.9051], [1.3653, -4.9018, 0.8664], [6.0805, 2.6827, -1.9493], [-1.7791, 0.4520, -2.4224], [-0.8355, 1.1697, -3.7493], [0.9968, -1.6592, 2.5884], [0.3026, -4.8324, -1.3776], [-3.1318, -4.2691, 1.7324], [-7.1269, -4.1913, 1.4873], [0.6406, -1.3162, -4.6721], [0.4390, 5.7610, -3.5725], [-5.8147, 0.1966, 3.0111], [0.4999, -6.4752, -0.7464], [1.9510, -1.4064, -3.4673], [3.3984, 1.1219, -3.0857], [5.3646, 4.1636, -3.6373], [4.2696, 3.5121, 1.1311], [-0.3250, -1.0445, 5.4040], [4.5818, 5.2533, -2.4985], [5.3198, 3.6086, -0.6597], [-5.6878, -5.9355, 0.3940], [-1.1458, 4.2524, -2.7615], [3.6977, 4.6500, -3.9051], [2.6932, 3.2403, 1.8752], [-1.1018, -5.7213, -0.7316], [1.4088, -3.3308, 3.0038], [-0.6472, 4.3055, -1.0638], [0.7062, 5.7014, -0.0441], [-2.2314, 0.2635, 1.8179], [4.4797, 5.5059, -0.4514], [5.0014, 1.8949, -0.8071], [1.5719, 0.1309, -4.2481], [-6.2042, -6.3173, 2.0448], [1.1065, 2.1795, -3.7601], [-0.4398, -3.4079, 4.6597], [-1.6338, -0.3971, -3.9641], [3.5157, 4.7820, 2.0912], [-0.7487, 2.7627, -1.9080], [-3.2418, 0.3664, 3.2757], [0.0821, -6.8076, 1.8070], [3.4221, 6.5262, 0.5111], [3.0684, 6.2660, -1.1985], [-3.2488, 1.6878, 2.0903], [4.9728, 1.6839, -3.6332], [0.6254, 4.3385, 1.0777], [0.1558, 3.5014, -4.4522], [1.6111, -2.0255, 4.1754], [0.5232, -2.3837, -1.7276], [-6.4894, -0.1267, 1.3989], [-6.2454, -4.3298, 3.7635], [-5.8135, 1.4672, 1.7766]],
  "lumo_ev": 3.5,
  "homo_lumo_gap_ev": 5.38,
  "relative_energy_kcal_mol": 0.00,
  "charge": -2
}

{
  "formula": "C29H66CuN6O14",
  "method": "ωB97M-V/def2-TZVPD",
  "elements": ["Cu", "O", "O", "O", "O", "O", "O", "O", "O", "O", "O", "O", "O", "O", "O", "N", "N", "N", "N", "N", "N", "C", "C", "C", "C", "C", "C", "C", "C", "C", "C", "C", "C", "C", "C", "C", "C", "C", "C", "C", "C", "C", "C", "C", "C", "C", "C", "C", "C", "C", "H", "H", "H", "H", "H", "H", "H", "H", "H", "H", "H", "H", "H", "H", "H", "H", "H", "H", "H", "H", "H", "H", "H", "H", "H", "H", "H", "H", "H", "H", "H", "H", "H", "H", "H", "H", "H", "H", "H", "H", "H", "H", "H", "H", "H", "H", "H", "H", "H", "H", "H", "H", "H", "H", "H", "H", "H", "H", "H", "H", "H", "H", "H", "H", "H", "H"],
  "positions_angstrom": [[-10.5816, 33.9840, -5.3918], [-7.2092, 35.4647, -8.5126], [-9.1679, 35.8436, -5.6361], [-3.9747, 31.5376, -5.6625], [-12.0325, 35.4862, -5.1350], [-10.4397, 39.0452, -5.8579], [-5.0501, 35.9707, -7.6693], [-8.7742, 32.8605, -5.6746], [-10.7059, 34.4199, -7.4561], [-12.6353, 28.3367, -9.6808], [-12.1046, 40.6441, -5.7908], [-11.6954, 39.2996, -4.1033], [-11.9407, 32.1164, -5.9089], [-10.1189, 34.0747, -3.2116], [-6.2785, 37.3981, -8.9353], [-14.1406, 36.0992, -4.5585], [-4.8688, 33.6475, -5.3254], [-8.0487, 36.0558, -3.7462], [-11.6899, 29.5399, -8.0764], [-8.5832, 31.6217, -3.8919], [-10.0062, 35.6102, -9.1322], [-13.4499, 30.5485, -9.3875], [-4.0829, 32.7442, -6.0107], [-8.2716, 36.4459, -5.0177], [-3.3315, 33.2409, -7.2644], [-11.5652, 32.9000, -1.3829], [-11.5130, 39.7342, -5.2732], [-7.2529, 36.7374, -2.7576], [-10.8400, 28.4597, -7.5605], [-5.5641, 33.3985, -4.0335], [-10.8840, 38.2666, -3.4500], [-10.8752, 34.7610, -8.6145], [-7.6287, 30.8797, -6.0484], [-12.3396, 30.1546, -4.4931], [-12.1195, 34.3342, -9.3461], [-12.5553, 29.3753, -9.0442], [-8.4075, 31.8083, -5.1718], [-7.5087, 37.6279, -5.6414], [-10.5389, 33.9832, -1.8701], [-9.2877, 33.8581, -0.9091], [-13.0783, 36.9538, -6.5776], [-10.0738, 39.4852, -7.1931], [-6.0853, 36.2448, -8.2767], [-14.2465, 31.3071, -5.6531], [-8.3375, 30.4525, -3.1539], [-7.1729, 34.1203, -8.1756], [-14.0123, 35.3877, -3.3079], [-12.8627, 31.5022, -5.0916], [-13.0555, 36.1308, -5.3149], [-5.3243, 38.2562, -9.2987], [-10.8561, 40.0702, -7.6767], [-13.4968, 30.8274, -10.4402], [-15.0478, 35.2087, -3.0182], [-12.1203, 37.4190, -6.8098], [-6.2236, 36.4024, -2.6294], [-7.5488, 38.5610, -5.0796], [-8.8543, 29.5485, -3.4761], [-6.8288, 30.3097, -5.5760], [-6.5289, 33.8996, -4.1116], [-7.3413, 33.8821, -7.1253], [-9.0357, 32.2998, -3.2957], [-7.1477, 37.7848, -3.0402], [-3.5799, 32.6865, -8.1694], [-9.8842, 38.6252, -7.8355], [-7.9192, 33.4994, -8.6712], [-4.7784, 38.6861, -8.4589], [-11.9176, 30.3105, -7.4645], [-11.3775, 30.1881, -3.9817], [-11.1676, 38.1491, -2.4041], [-14.9083, 30.7688, -4.9745], [-11.0660, 34.9133, -1.6579], [-9.8102, 38.4300, -3.5409], [-8.4696, 30.7020, -2.1011], [-13.4938, 36.0162, -2.5839], [-15.0294, 36.4197, -4.9154], [-5.8126, 39.0466, -9.8687], [-3.2090, 34.3200, -7.3576], [-11.3230, 31.8830, -1.6915], [-10.3302, 36.1626, -9.9132], [-11.7306, 32.8894, -0.3056], [-8.3981, 30.2918, -6.5490], [-12.9238, 34.5131, -8.6325], [-13.8457, 37.7273, -6.6066], [-9.9090, 28.8371, -7.1375], [-7.8689, 37.6262, -6.6702], [-9.1837, 35.8883, -8.6162], [-8.7444, 34.8010, -0.9712], [-9.5436, 33.8027, 0.1490], [-12.1140, 33.2759, -9.6070], [-7.2673, 30.2841, -3.2742], [-6.4488, 37.3737, -5.6368], [-13.0424, 29.9320, -3.6902], [-14.4945, 30.2917, -9.2121], [-12.3117, 34.8484, -10.2878], [-10.5557, 27.7896, -8.3718], [-8.5835, 35.2422, -3.4774], [-4.6269, 37.6831, -9.9096], [-6.2122, 33.6327, -8.3406], [-11.2702, 27.8244, -6.7862], [-13.3168, 31.4069, -8.7290], [-2.2926, 32.9640, -7.0854], [-14.1581, 30.6010, -6.4787], [-13.4260, 34.4701, -3.3547], [-7.7673, 36.7367, -1.7966], [-5.6294, 32.3311, -3.8223], [-11.1684, 37.3035, -3.8737], [-13.0119, 32.1458, -4.2246], [-14.6888, 32.2537, -5.9636], [-9.1424, 40.0515, -7.1870], [-7.0549, 31.4255, -6.7973], [-8.6873, 32.9678, -1.0964], [-12.5346, 33.1320, -1.8240], [-12.4808, 29.2705, -5.1148], [-5.0688, 33.9418, -3.2288], [-5.0195, 34.5347, -5.7838], [-13.2624, 36.3074, -7.4358]],
  "lumo_ev": [0.1, -0.8],
  "homo_lumo_gap_ev": [7.21, 6.25],
  "spin_multiplicity": 2
}